This record from the Open Molecules 2025 dataset describes a structure of composition C34H77F4NO25S7Si2. The level of theory is wB97M-V/def2-TZVPD.

Last column: Mulliken charge in e.
Element x y z (Å)
C  5.505  4.583  -0.137  -0.948
C  6.022  3.198  -0.852  0.120
O  5.486  2.956  -2.200  -0.328
C  4.584  1.796  -2.249  -0.371
C  3.038  2.345  -2.392  -0.353
O  2.029  1.523  -1.707  -0.306
C  1.199  2.492  -0.940  -0.656
Si  -0.344  1.609  -0.102  0.371
C  0.136  -0.246  0.043  -0.317
C  0.924  -0.404  1.511  -0.498
O  2.003  -1.403  1.470  -0.344
C  3.144  -0.749  2.162  0.241
O  4.408  -0.769  1.656  -0.670
O  -0.484  2.403  1.499  -0.330
C  -0.567  3.877  1.228  0.427
N  -0.754  5.176  1.111  -0.533
O  -1.711  1.965  -1.137  -0.577
Si  -3.098  0.941  -0.835  0.080
C  -3.030  -0.737  -1.854  -0.421
O  -4.280  -1.442  -1.526  -0.274
C  -5.067  -1.772  -2.725  0.739
F  -4.487  -2.893  -3.540  -0.239
F  -5.401  -0.620  -3.594  -0.217
F  -6.386  -2.304  -2.216  -0.261
C  -4.640  1.898  -1.588  -0.537
S  -4.171  3.743  -1.449  -0.058
C  -5.244  4.601  -0.171  -0.367
C  -6.813  4.454  -0.714  -0.573
C  -3.528  0.636  1.014  0.445
C  -3.649  2.021  1.925  -0.475
F  -2.673  -0.415  1.679  -0.353
H  4.747  4.316  0.744  0.198
H  5.047  5.371  -0.872  0.252
H  6.412  5.134  0.406  0.330
H  7.202  3.318  -0.984  0.111
H  5.870  2.324  -0.090  0.128
H  4.823  1.236  -3.276  0.244
H  4.746  1.001  -1.406  0.199
H  3.022  3.447  -1.991  0.303
H  2.789  2.370  -3.556  0.190
H  0.849  3.313  -1.712  0.465
H  1.890  3.018  -0.136  0.339
H  0.902  -0.632  -0.761  0.482
H  -0.754  -1.002  0.090  0.269
H  1.423  0.637  1.732  0.393
H  0.139  -0.586  2.390  0.192
H  3.022  -0.197  3.211  0.442
H  -2.901  -0.539  -3.018  0.381
H  -2.141  -1.427  -1.536  0.281
H  -4.743  1.711  -2.762  0.325
H  -5.636  1.642  -1.003  0.264
H  -5.142  4.145  0.903  0.142
H  -4.901  5.728  -0.102  0.389
H  -6.943  5.300  -1.521  0.252
H  -7.532  4.551  0.209  0.075
H  -6.984  3.378  -1.171  0.206
H  -4.627  0.170  1.028  0.407
H  -2.772  1.935  2.730  0.214
H  -3.356  2.901  1.210  -0.150
H  -4.705  2.127  2.427  0.164
O  -9.173  2.216  1.073  -0.612
S  -9.571  2.509  2.435  1.242
O  -8.607  2.824  3.465  -0.623
O  -10.542  1.316  2.970  -0.281
C  -10.042  -0.018  2.966  -0.121
C  -9.001  -0.230  4.052  -0.948
C  -10.782  3.809  2.406  -0.970
H  -9.642  -0.275  1.980  0.292
H  -10.891  -0.685  3.153  0.102
H  -8.112  0.380  3.872  0.267
H  -8.684  -1.276  4.090  0.353
H  -9.398  0.059  5.030  0.291
H  -11.541  3.574  1.658  0.322
H  -10.268  4.735  2.140  0.357
H  -11.224  3.901  3.399  0.333
O  -11.879  -5.285  5.115  -0.644
S  -11.236  -5.172  3.821  1.154
O  -10.739  -3.911  3.320  -0.520
O  -12.198  -5.844  2.692  -0.270
C  -13.521  -5.338  2.539  -0.333
C  -13.524  -3.968  1.883  -0.898
C  -9.911  -6.352  3.741  -0.956
H  -14.037  -5.314  3.505  0.321
H  -14.067  -6.040  1.899  0.270
H  -13.035  -3.224  2.516  0.212
H  -14.547  -3.626  1.699  0.384
H  -12.980  -3.993  0.933  0.266
H  -10.274  -7.322  4.083  0.336
H  -9.112  -5.998  4.396  0.364
H  -9.549  -6.406  2.713  0.316
O  0.311  -5.690  5.308  -0.620
S  -0.441  -5.992  4.106  1.190
O  -0.198  -7.186  3.329  -0.616
O  -0.393  -4.700  3.116  -0.203
C  0.877  -4.215  2.693  0.279
C  1.528  -5.148  1.687  -1.186
C  -2.174  -5.936  4.492  -0.939
H  1.531  -4.048  3.557  0.331
H  0.714  -3.241  2.221  -0.307
H  1.758  -6.117  2.136  0.405
H  2.465  -4.726  1.312  0.359
H  0.857  -5.334  0.842  0.317
H  -2.387  -5.023  5.050  0.314
H  -2.406  -6.811  5.102  0.367
H  -2.743  -5.971  3.562  0.311
O  10.615  2.744  -2.056  -0.623
S  11.258  2.858  -3.349  1.205
O  11.755  4.118  -3.851  -0.609
O  10.295  2.185  -4.478  -0.228
C  8.973  2.692  -4.631  -0.223
C  8.969  4.061  -5.288  -1.056
C  12.583  1.678  -3.430  -0.931
H  8.457  2.715  -3.665  0.256
H  8.427  1.990  -5.271  0.249
H  9.459  4.805  -4.654  0.363
H  7.947  4.404  -5.472  0.390
H  9.514  4.036  -6.237  0.234
H  12.220  0.708  -3.088  0.307
H  13.382  2.031  -2.774  0.371
H  12.945  1.623  -4.458  0.303
O  3.564  -0.834  5.777  -0.666
S  4.650  -1.774  5.588  1.224
O  4.416  -3.155  5.232  -0.607
O  5.624  -1.724  6.892  -0.254
C  5.061  -2.000  8.171  -0.305
C  4.735  -3.475  8.334  -0.972
C  5.792  -1.093  4.410  -0.685
H  4.175  -1.379  8.342  0.302
H  5.804  -1.715  8.924  0.271
H  3.956  -3.788  7.635  0.297
H  4.378  -3.686  9.346  0.380
H  5.618  -4.090  8.132  0.255
H  6.010  -0.059  4.679  0.307
H  5.316  -1.131  3.427  0.177
H  6.698  -1.699  4.406  0.370
O  9.359  2.947  -8.543  -0.552
S  9.845  1.996  -9.523  1.120
O  10.214  2.394  -10.861  -0.605
O  8.798  0.751  -9.614  -0.268
C  7.442  1.029  -9.949  -0.289
C  7.291  1.406  -11.413  -1.007
C  11.213  1.107  -8.821  -0.952
H  7.037  1.810  -9.296  0.285
H  6.865  0.118  -9.756  0.284
H  7.809  2.342  -11.636  0.311
H  6.237  1.539  -11.675  0.381
H  7.725  0.634  -12.057  0.260
H  10.943  0.765  -7.821  0.296
H  12.061  1.793  -8.766  0.373
H  11.458  0.266  -9.471  0.349

Properties
- 2S+1 = 1
- lowest unoccupied orbital energy (hartree) = -0.006
- electronic energy (hartree) = -7042.79288
- charge = 0
- HOMO energy (eV) = -8.45

This record from the Open Molecules 2025 dataset describes a structure of composition C34H78AsF6N10O11. The level of theory is wB97M-V/def2-TZVPD.

Last column: Mulliken charge in e.
Element x y z (Å)
As  0.474  -0.023  -0.200  2.108
F  -0.472  1.347  0.378  -0.448
F  0.154  0.650  -1.852  -0.490
F  1.603  -1.289  -0.880  -0.455
F  0.833  -0.628  1.487  -0.513
F  -0.873  -1.215  -0.219  -0.271
F  1.926  1.086  -0.059  -0.563
C  4.455  -4.934  -4.212  0.247
O  5.208  -5.032  -5.162  -0.633
N  4.819  -4.137  -3.162  0.097
C  3.884  -3.830  -2.132  -0.691
C  5.986  -3.226  -3.216  -0.865
H  3.523  -5.514  -4.121  0.347
H  3.614  -2.782  -1.999  0.125
H  4.404  -4.121  -1.220  0.440
H  2.942  -4.377  -2.161  0.028
H  6.629  -3.395  -2.353  0.323
H  6.584  -3.295  -4.125  0.339
H  5.654  -2.188  -3.216  0.196
C  -3.084  3.297  1.599  0.388
O  -3.944  3.816  0.923  -0.674
N  -3.012  3.476  2.948  0.175
C  -2.110  2.681  3.761  -0.873
C  -3.724  4.483  3.681  -1.140
H  -2.396  2.523  1.226  0.278
H  -1.497  3.356  4.357  0.462
H  -1.323  2.160  3.215  0.052
H  -2.610  2.009  4.458  0.313
H  -4.307  5.036  2.945  0.361
H  -4.380  3.982  4.394  0.342
H  -3.145  5.170  4.298  0.280
C  0.461  3.880  -3.700  -0.037
O  -0.699  3.557  -4.042  -0.524
N  0.909  4.162  -2.473  0.382
C  2.268  4.512  -2.190  -0.661
C  -0.050  4.397  -1.391  -0.381
H  1.248  3.828  -4.468  0.281
H  2.992  4.371  -2.993  0.359
H  2.482  3.729  -1.463  -0.040
H  2.381  5.479  -1.700  0.266
H  -1.076  4.056  -1.527  0.255
H  0.343  3.869  -0.522  -0.463
H  0.032  5.428  -1.047  0.414
C  0.917  0.429  -4.764  0.521
O  -0.021  1.087  -5.255  -0.708
N  1.282  -0.757  -5.264  0.205
C  2.306  -1.648  -4.637  0.138
C  0.632  -1.352  -6.443  -0.906
H  1.590  0.672  -3.927  0.101
H  1.811  -2.606  -4.474  -0.137
H  2.721  -1.290  -3.695  -0.305
H  3.180  -1.811  -5.267  0.255
H  0.007  -0.613  -6.944  0.320
H  1.302  -1.705  -7.227  0.315
H  0.046  -2.206  -6.104  0.165
C  -0.253  -4.451  -4.060  0.054
O  0.855  -4.926  -4.163  -0.611
N  -0.873  -4.149  -2.935  0.204
C  -2.149  -3.442  -2.917  -1.006
C  -0.283  -4.232  -1.555  0.111
H  -1.025  -4.256  -4.820  0.401
H  -2.755  -3.497  -3.822  0.403
H  -1.984  -2.392  -2.678  0.375
H  -2.923  -3.849  -2.266  0.117
H  -0.526  -3.372  -0.930  -0.246
H  -0.829  -5.062  -1.108  0.340
H  0.800  -4.351  -1.597  -0.289
C  0.440  5.933  3.970  0.113
O  0.627  5.001  4.776  -0.587
N  0.441  5.790  2.608  0.262
C  0.437  6.977  1.741  -0.978
C  0.547  4.493  1.888  -0.452
H  0.222  6.962  4.295  0.268
H  1.298  7.110  1.086  0.299
H  0.461  7.835  2.414  0.332
H  -0.483  7.202  1.201  0.313
H  -0.366  4.138  1.409  -0.130
H  1.279  4.630  1.091  0.344
H  0.901  3.677  2.518  0.329
C  4.009  1.178  -2.317  0.536
O  4.015  0.808  -3.504  -0.700
N  4.869  2.160  -1.888  0.240
C  4.938  2.571  -0.468  -0.885
C  5.654  2.932  -2.839  -1.079
H  3.473  0.645  -1.516  0.036
H  5.899  2.952  -0.123  0.373
H  4.864  1.692  0.171  0.300
H  4.167  3.309  -0.245  0.239
H  5.397  3.991  -2.837  0.366
H  6.729  2.826  -2.699  0.335
H  5.550  2.592  -3.870  0.295
C  -4.868  -3.601  2.642  0.120
O  -5.927  -4.184  2.987  -0.699
N  -4.404  -3.557  1.354  0.165
C  -3.098  -2.981  1.124  0.438
C  -5.119  -4.109  0.135  -0.938
H  -4.162  -3.076  3.303  0.297
H  -2.600  -2.565  2.000  -0.707
H  -3.073  -2.075  0.519  0.125
H  -2.360  -3.620  0.638  0.094
H  -6.056  -4.469  0.559  0.399
H  -5.393  -3.342  -0.589  0.236
H  -4.590  -4.930  -0.349  0.284
C  1.681  -3.053  5.904  0.014
O  1.736  -3.523  7.009  -0.613
N  2.040  -1.791  5.543  0.292
C  2.858  -0.939  6.314  -1.004
C  1.995  -1.469  4.102  -1.100
H  1.371  -3.624  5.015  0.459
H  2.373  0.034  6.234  0.315
H  3.892  -0.816  5.992  0.324
H  2.886  -1.183  7.377  0.347
H  1.441  -0.534  4.017  0.338
H  2.984  -1.382  3.652  0.399
H  1.419  -2.148  3.474  0.234
C  -2.791  1.218  -2.353  0.322
O  -2.300  1.488  -3.418  -0.623
N  -3.694  0.241  -2.137  0.309
C  -4.475  0.214  -0.860  -0.448
C  -4.084  -0.769  -3.143  -1.025
H  -2.520  1.740  -1.422  0.165
H  -4.759  -0.837  -0.805  -0.062
H  -5.399  0.787  -0.947  0.307
H  -3.840  0.401  0.006  0.141
H  -4.213  -1.753  -2.692  0.111
H  -5.112  -0.460  -3.336  0.545
H  -3.505  -0.573  -4.045  0.219
C  -2.034  -2.591  4.920  -0.075
C  -3.172  -2.166  5.676  -0.915
C  -3.754  -0.993  5.048  -0.634
O  -3.012  -0.820  3.841  -0.150
C  -1.716  -1.359  4.117  -0.323
H  -2.414  -3.425  4.330  0.209
H  -1.159  -2.905  5.490  0.322
H  -2.815  -1.833  6.650  0.359
H  -3.912  -2.959  5.780  0.264
H  -3.618  -0.169  5.748  0.301
H  -4.766  -1.145  4.673  0.405
H  -1.127  -0.775  4.825  0.405
H  -1.136  -1.600  3.226  -0.074

Properties
- 2S+1 = 1
- lowest unoccupied orbital energy (hartree) = 0.071
- electronic energy (hartree) = -5552.55564
- charge = -1
- HOMO energy (eV) = -6.11